Formula: C33H40IrN2O7P2S
Source: the Open Molecules 2025 dataset
Level of theory: wB97M-V/def2-TZVPD

CARTESIAN COORDINATES (ANGSTROEM)
Ir (0.660, -0.733, -0.080)
O (-1.205, -1.109, 3.192)
C (-1.656, -0.537, 2.237)
O (-1.208, -0.780, 0.983)
C (-2.769, 0.453, 2.302)
C (-3.611, 0.464, 3.406)
C (-4.680, 1.346, 3.436)
C (-4.906, 2.219, 2.377)
C (-4.057, 2.229, 1.280)
C (-2.986, 1.341, 1.246)
P (-1.856, 1.290, -0.137)
C (-1.097, 2.885, -0.353)
C (-1.219, 3.889, 0.616)
C (-0.560, 5.095, 0.439)
C (0.241, 5.297, -0.678)
C (0.396, 4.289, -1.625)
C (-0.259, 3.082, -1.461)
C (-2.767, 0.798, -1.596)
C (-3.225, -0.519, -1.678)
C (-4.004, -0.905, -2.755)
C (-4.319, 0.013, -3.752)
C (-3.857, 1.320, -3.674)
C (-3.075, 1.719, -2.598)
H (-3.424, -0.221, 4.221)
H (-5.348, 1.351, 4.287)
H (-5.748, 2.898, 2.407)
H (-4.234, 2.915, 0.461)
H (-1.839, 3.738, 1.490)
H (-0.674, 5.881, 1.173)
H (0.747, 6.244, -0.812)
H (1.029, 4.451, -2.487)
H (-0.135, 2.285, -2.184)
H (-2.981, -1.230, -0.898)
H (-4.374, -1.920, -2.816)
H (-4.939, -0.289, -4.586)
H (-4.115, 2.035, -4.443)
H (-2.729, 2.743, -2.535)
C (0.968, 1.941, 2.619)
C (2.087, 1.561, 1.722)
N (2.049, 0.684, 0.717)
C (3.320, 0.599, 0.190)
C (4.133, 1.448, 0.861)
N (3.338, 2.031, 1.817)
C (5.584, 1.815, 0.828)
O (6.318, 1.276, -0.123)
O (5.986, 2.579, 1.662)
C (3.546, -0.317, -0.941)
O (4.622, -0.361, -1.514)
O (2.492, -1.001, -1.266)
H (0.075, 1.382, 2.351)
H (0.755, 3.007, 2.540)
H (1.215, 1.716, 3.657)
H (3.710, 2.702, 2.480)
H (5.793, 0.663, -0.699)
C (1.716, 0.271, -4.088)
S (0.670, -0.959, -3.356)
C (-0.721, -0.831, -4.448)
O (0.071, -0.289, -2.069)
H (2.083, -0.146, -5.027)
H (2.558, 0.443, -3.425)
H (1.143, 1.180, -4.267)
H (-0.376, -1.057, -5.458)
H (-1.129, 0.177, -4.382)
H (-1.459, -1.565, -4.134)
C (-0.711, -5.280, 1.635)
C (-0.740, -3.885, 1.002)
P (0.886, -3.072, 0.912)
C (1.965, -4.298, 0.099)
C (3.366, -3.894, -0.360)
C (1.454, -2.927, 2.634)
C (2.736, -2.127, 2.863)
H (-1.731, -5.660, 1.689)
H (-0.320, -5.260, 2.651)
H (-0.130, -5.990, 1.049)
H (-1.385, -3.219, 1.573)
H (-1.136, -3.935, -0.016)
H (1.386, -4.687, -0.744)
H (2.030, -5.098, 0.842)
H (3.338, -3.092, -1.093)
H (3.843, -4.756, -0.824)
H (3.995, -3.584, 0.472)
H (1.586, -3.957, 2.978)
H (0.619, -2.494, 3.187)
H (3.599, -2.578, 2.376)
H (2.947, -2.082, 3.930)
H (2.641, -1.103, 2.500)

* lowest unoccupied orbital energy (alpha / beta): -0.1859 / -0.2891 hartree
* molecular weight: 862.9 g mol⁻¹
* HOMO-LUMO gap (alpha / beta): 8.30 / 6.96 eV
* spin multiplicity: 6
* E: -3102.37333 Ha
* relative energy (zero: lowest compared OMol25 entry of this formula, charge and spin): 24.1 kcal per mole
* ⟨S²⟩: 8.77
* HOMO level (alpha / beta): -13.36 / -14.83 eV
* charge: +2



Formula: C33H40N2O3
Source: the Open Molecules 2025 dataset
Level of theory: wB97M-V/def2-TZVPD

CARTESIAN COORDINATES (ANGSTROEM)
C (4.003, -1.281, 2.536)
C (3.285, 0.034, 2.531)
O (1.962, -0.232, 2.031)
C (1.052, 0.690, 2.448)
O (1.354, 1.608, 3.187)
C (-0.362, 0.362, 1.919)
C (-0.404, 0.500, 0.385)
C (0.957, 0.923, -0.185)
C (1.546, 2.100, 0.293)
C (2.807, 2.507, -0.153)
C (3.401, 1.676, -1.115)
C (2.801, 0.523, -1.650)
C (1.548, 0.154, -1.195)
C (3.805, -0.187, -2.485)
C (5.124, 0.578, -2.224)
N (4.713, 1.739, -1.450)
C (5.638, 2.580, -0.736)
C (4.950, 3.852, -0.245)
C (3.601, 3.611, 0.453)
C (-1.498, 1.439, -0.156)
C (-1.294, 2.828, -0.294)
C (-2.360, 3.706, -0.152)
C (-3.629, 3.122, -0.206)
C (-3.865, 1.760, -0.466)
C (-2.762, 0.919, -0.530)
C (-5.334, 1.530, -0.402)
C (-5.914, 2.876, 0.100)
N (-4.750, 3.730, 0.240)
C (-4.762, 5.062, 0.782)
C (-3.370, 5.467, 1.268)
C (-2.277, 5.141, 0.238)
C (-0.512, -1.115, 2.433)
C (-1.883, -1.773, 2.596)
C (-3.102, -0.998, 2.108)
C (-3.443, 0.295, 2.858)
C (-2.292, 0.976, 3.589)
C (-1.211, 1.440, 2.627)
O (-1.017, 2.624, 2.430)
H (5.063, -1.116, 2.737)
H (3.594, -1.893, 3.349)
H (3.889, -1.825, 1.589)
H (3.189, 0.442, 3.542)
H (3.754, 0.785, 1.877)
H (-0.614, -0.509, -0.006)
H (1.015, 2.715, 1.029)
H (1.046, -0.744, -1.566)
H (3.886, -1.242, -2.191)
H (3.545, -0.162, -3.551)
H (5.611, 0.887, -3.158)
H (5.837, -0.041, -1.656)
H (6.072, 2.034, 0.126)
H (6.468, 2.819, -1.412)
H (5.624, 4.363, 0.448)
H (4.789, 4.521, -1.098)
H (3.757, 3.380, 1.520)
H (3.008, 4.536, 0.421)
H (-0.302, 3.249, -0.447)
H (-2.872, -0.133, -0.814)
H (-5.599, 0.705, 0.272)
H (-5.746, 1.287, -1.389)
H (-6.449, 2.769, 1.058)
H (-6.621, 3.302, -0.632)
H (-5.485, 5.107, 1.610)
H (-5.092, 5.778, 0.009)
H (-3.362, 6.537, 1.494)
H (-3.127, 4.929, 2.196)
H (-2.395, 5.789, -0.643)
H (-1.289, 5.333, 0.671)
H (0.109, -1.750, 1.776)
H (-0.030, -1.163, 3.428)
H (-2.017, -2.030, 3.660)
H (-1.857, -2.737, 2.063)
H (-3.971, -1.669, 2.194)
H (-3.006, -0.792, 1.035)
H (-4.231, 0.081, 3.595)
H (-3.900, 0.994, 2.143)
H (-1.834, 0.330, 4.355)
H (-2.679, 1.877, 4.086)

* lowest unoccupied orbital energy: 0.0276 hartree
* molecular weight: 512.7 g mol⁻¹
* HOMO-LUMO gap: 7.16 eV
* spin multiplicity: 1
* E: -1616.69247 Ha
* relative energy (zero: lowest compared OMol25 entry of this formula, charge and spin): 64.5 kcal per mole
* HOMO level: -6.41 eV



Formula: C33H41CdFGeN7O5S
Source: the Open Molecules 2025 dataset
Level of theory: wB97M-V/def2-TZVPD

CARTESIAN COORDINATES (ANGSTROEM)
Cd (-1.652, 1.639, -0.417)
C (-1.932, -2.086, 0.740)
C (-3.273, -1.560, 0.288)
C (-4.287, -2.516, 0.054)
C (-5.542, -2.104, -0.275)
C (-5.810, -0.726, -0.392)
C (-7.104, -0.265, -0.701)
C (-7.330, 1.077, -0.833)
C (-6.277, 1.981, -0.669)
C (-4.988, 1.578, -0.355)
S (-3.792, 2.841, -0.181)
C (-4.727, 0.180, -0.189)
N (-3.481, -0.264, 0.153)
H (-1.952, -3.172, 0.640)
H (-1.825, -1.852, 1.806)
H (0.185, -1.909, 0.505)
H (-4.047, -3.567, 0.143)
H (-6.338, -2.819, -0.452)
H (-7.897, -0.991, -0.836)
H (-8.321, 1.442, -1.075)
H (-6.442, 3.042, -0.800)
C (5.280, 4.311, 1.150)
C (5.093, 4.011, -0.340)
C (6.292, 3.290, -0.945)
C (6.429, 1.892, -0.352)
C (5.130, 1.143, -0.503)
C (5.121, -0.236, -0.551)
C (3.921, -0.918, -0.709)
F (3.964, -2.258, -0.746)
C (2.728, -0.263, -0.837)
C (2.713, 1.136, -0.796)
C (1.430, 1.834, -0.944)
O (0.422, 1.177, -1.259)
C (1.482, 3.257, -0.750)
C (2.688, 3.858, -0.584)
N (3.879, 3.223, -0.554)
C (3.914, 1.840, -0.614)
C (0.268, 4.197, -0.699)
O (0.516, 5.406, -0.670)
O (-0.879, 3.662, -0.661)
H (6.224, 4.834, 1.311)
H (5.280, 3.387, 1.729)
H (4.468, 4.939, 1.514)
H (4.952, 4.956, -0.868)
H (7.192, 3.881, -0.769)
H (6.148, 3.205, -2.025)
H (6.710, 1.958, 0.703)
H (7.224, 1.344, -0.858)
H (6.047, -0.791, -0.468)
H (1.798, -0.803, -0.956)
H (2.701, 4.936, -0.477)
C (2.011, -5.402, -2.526)
Ge (0.370, -4.761, -1.500)
C (1.305, -4.556, 0.301)
C (-0.440, -6.603, -1.130)
C (-0.712, -1.568, -0.009)
H (2.381, -6.346, -2.108)
H (2.811, -4.659, -2.449)
H (1.808, -5.562, -3.589)
H (1.911, -5.444, 0.516)
H (0.594, -4.423, 1.123)
H (1.973, -3.689, 0.295)
H (0.347, -7.347, -0.950)
H (-1.047, -6.954, -1.969)
H (-1.088, -6.579, -0.247)
H (-0.678, -0.483, -0.037)
H (-0.675, -1.969, -1.019)
C (-1.812, 1.172, 5.576)
N (-1.276, 1.178, 4.242)
C (0.068, 0.768, 3.933)
C (0.089, 0.956, 2.406)
O (1.065, 0.780, 1.713)
N (-1.151, 1.366, 1.998)
C (-1.915, 1.507, 3.091)
N (-3.179, 1.889, 3.075)
H (-1.542, 0.241, 6.078)
H (-2.899, 1.228, 5.547)
H (-1.428, 2.007, 6.169)
H (0.248, -0.282, 4.182)
H (0.822, 1.386, 4.423)
H (-3.552, 2.225, 2.155)
H (-3.629, 2.184, 3.922)
N (-2.197, -1.487, -2.982)
C (-1.886, -0.192, -3.258)
N (-1.107, 0.000, -4.363)
O (-2.317, 0.765, -2.609)
H (-1.606, -2.241, -3.297)
H (-2.665, -1.630, -2.107)
H (-0.574, -0.758, -4.751)
H (-0.736, 0.926, -4.475)

* lowest unoccupied orbital energy: 0.0703 hartree
* molecular weight: 851.8 g mol⁻¹
* HOMO-LUMO gap: 4.60 eV
* spin multiplicity: 1
* E: -4784.52780 Ha
* relative energy (zero: lowest compared OMol25 entry of this formula, charge and spin): 47.1 kcal per mole
* HOMO level: -2.68 eV
* charge: -1